(1)
{
  "formula": "C9H14S",
  "method": "ωB97M-V/def2-TZVPD",
  "e_above_lowest_kcal_mol": 48.4,
  "charge": 0,
  "smiles": "Cc1ccccc1.CSC",
  "symbols": ["C", "C", "C", "C", "C", "C", "C", "H", "H", "H", "H", "H", "H", "H", "H", "C", "S", "C", "H", "H", "H", "H", "H", "H"],
  "xyz": [[0.5693, -2.6542, -1.2525], [-0.5240, -2.0819, -0.4697], [-1.3828, -2.8825, 0.2528], [-2.3760, -2.2605, 1.0624], [-2.4865, -0.8967, 1.0614], [-1.6478, -0.0544, 0.3887], [-0.7182, -0.6166, -0.3956], [1.4844, -1.9978, -1.4525], [0.4699, -2.6792, -2.4348], [0.8917, -3.6053, -0.9423], [-1.2601, -3.9290, 0.2194], [-3.2121, -2.8257, 1.5999], [-3.2665, -0.4284, 1.5766], [-1.8448, 1.0135, 0.3964], [-0.0044, -0.0017, -0.9777], [2.6499, 1.8479, -1.2023], [1.8996, 2.9463, 0.0840], [0.4907, 2.2617, 0.8694], [3.6593, 2.2193, -1.5421], [2.8071, 1.0665, -0.5935], [1.8422, 1.6276, -2.0506], [0.7877, 1.7389, 1.7497], [0.0272, 1.6780, 0.1287], [-0.2234, 3.0048, 1.0923]],
  "nbo_charge": [-0.650, -0.017, -0.219, -0.195, -0.225, -0.215, -0.201, 0.227, 0.224, 0.223, 0.210, 0.219, 0.204, 0.215, 0.199, -0.716, 0.138, -0.752, 0.247, 0.202, 0.212, 0.219, 0.218, 0.233]
}



(2)
{
  "formula": "C6H8BrNO3",
  "method": "ωB97M-V/def2-TZVPD",
  "e_above_lowest_kcal_mol": 0.0,
  "charge": 0,
  "smiles": "CCc1nc(C(=O)O)co1.Br",
  "symbols": ["C", "C", "C", "N", "C", "C", "O", "O", "C", "O", "H", "H", "H", "H", "H", "H", "H", "Br", "H"],
  "xyz": [[0.7895, 3.0379, -0.2851], [0.6336, 2.0293, 0.8580], [-0.1593, 0.7917, 0.3512], [0.1521, -0.4675, 0.3810], [-0.8733, -1.1212, -0.3323], [-0.8082, -2.6637, -0.3887], [0.0143, -3.3469, 0.2185], [-1.7771, -3.1216, -1.1478], [-1.6448, -0.1279, -0.8590], [-1.2521, 1.0209, -0.3756], [-0.2123, 3.2177, -0.4826], [1.3178, 2.4277, -1.1144], [1.3728, 3.8777, 0.2162], [-0.0673, 2.3480, 1.7080], [1.5969, 1.5128, 1.1078], [-1.5000, -4.0414, -1.2898], [-2.4331, -0.3058, -1.5511], [2.8102, -2.1629, 1.9359], [2.0404, -2.9050, 1.0499]],
  "nbo_charge": [-0.611, -0.441, 0.497, -0.442, -0.085, 0.787, -0.598, -0.653, 0.108, -0.407, 0.214, 0.218, 0.226, 0.227, 0.246, 0.501, 0.218, -0.230, 0.225]
}



(3)
{
  "formula": "CH7NO2",
  "method": "ωB97M-V/def2-TZVPD",
  "e_above_lowest_kcal_mol": 19.4,
  "charge": 0,
  "smiles": "C=N.O.O",
  "symbols": ["C", "N", "H", "H", "H", "O", "H", "H", "O", "H", "H"],
  "xyz": [[1.8013, 0.7605, 1.2480], [2.7483, 1.4721, 1.6799], [1.1337, 0.3843, 2.0131], [1.7060, 0.5521, 0.1894], [3.3380, 1.7929, 0.9132], [-1.6850, -4.8940, 0.2769], [-2.1247, -4.3721, -0.4038], [-2.1840, -4.7321, 1.0873], [-1.8984, 3.1663, -2.6204], [-1.1736, 2.5715, -2.8361], [-2.1217, 2.9635, -1.7061]],
  "nbo_charge": [-0.060, -0.582, 0.168, 0.149, 0.325, -0.937, 0.468, 0.469, -0.935, 0.467, 0.468]
}



(4)
{
  "formula": "C3H4O3",
  "method": "ωB97M-V/def2-TZVPD",
  "e_above_lowest_kcal_mol": 135.2,
  "charge": 0,
  "symbols": ["O", "C", "C", "O", "C", "O", "H", "H", "H", "H"],
  "xyz": [[-1.3365, -1.3623, 1.4109], [-0.9901, 0.1587, -0.4653], [0.3168, -0.0339, -0.0272], [0.6615, -0.7679, 0.9142], [1.4150, 0.8257, -0.6463], [1.4395, 1.1019, -1.8164], [-0.6760, -1.8453, 1.9284], [-1.2072, 0.5086, -1.4704], [-1.7282, 0.2385, 0.3231], [2.2002, 1.1206, 0.0746]],
  "nbo_charge": [-0.552, -0.234, 0.321, -0.470, 0.370, -0.477, 0.448, 0.211, 0.246, 0.137]
}



(5)
{
  "formula": "C5H11NO",
  "method": "ωB97M-V/def2-TZVPD",
  "e_above_lowest_kcal_mol": 34.7,
  "charge": 0,
  "smiles": "CCN(C)C(C)=O",
  "symbols": ["C", "C", "N", "C", "C", "C", "O", "H", "H", "H", "H", "H", "H", "H", "H", "H", "H", "H"],
  "xyz": [[-0.6936, 1.8070, -0.7620], [0.4309, 0.6889, -0.7490], [0.3660, -0.1433, 0.4518], [1.4750, 0.1653, 1.3779], [0.0020, -1.5000, 0.4430], [-1.2881, -1.7200, -0.2827], [0.4994, -2.2962, 1.2110], [-1.6098, 1.2865, -0.3910], [-0.3852, 2.6226, -0.0840], [-0.7138, 2.0673, -1.8520], [1.3952, 1.1375, -0.9871], [0.2745, 0.1659, -1.7654], [2.2661, 0.6530, 0.8075], [1.8302, -0.7677, 1.8202], [1.0146, 0.8240, 2.1236], [-1.4003, -2.6716, -0.7947], [-2.0135, -1.3468, 0.5220], [-1.4497, -0.9722, -1.0893]],
  "nbo_charge": [-0.619, -0.217, -0.480, -0.424, 0.689, -0.715, -0.599, 0.212, 0.210, 0.210, 0.200, 0.192, 0.189, 0.245, 0.199, 0.241, 0.252, 0.216]
}



(6)
{
  "formula": "C18H34O23",
  "method": "ωB97M-V/def2-TZVPD",
  "charge": 0,
  "smiles": "O=C1OCCO1.O=C1OCCO1.O=C1OCCO1.O=C1OCCO1.O=C1OCCO1.O=C1OCCO1.O.O.O.O.O",
  "e_tot_ev": -66310.635,
  "symbols": ["O", "C", "O", "C", "C", "O", "H", "H", "H", "H", "O", "C", "O", "C", "C", "O", "H", "H", "H", "H", "O", "C", "O", "C", "C", "O", "H", "H", "H", "H", "O", "C", "O", "C", "C", "O", "H", "H", "H", "H", "O", "C", "O", "C", "C", "O", "H", "H", "H", "H", "O", "C", "O", "C", "C", "O", "H", "H", "H", "H", "O", "H", "H", "O", "H", "H", "O", "H", "H", "O", "H", "H", "O", "H", "H"],
  "xyz": [[5.1773, 1.3238, -4.4465], [4.3245, 1.5494, -3.6631], [3.0858, 1.9604, -4.0006], [2.2414, 2.0822, -2.8503], [3.2076, 1.7598, -1.6860], [4.4147, 1.3783, -2.3239], [1.8777, 3.1060, -2.7654], [1.3491, 1.4744, -3.0133], [2.8273, 0.9470, -1.0759], [3.3295, 2.6626, -1.0894], [2.9872, -3.2553, -2.0021], [3.2006, -2.8079, -0.9347], [3.1971, -3.5113, 0.2191], [3.3509, -2.6536, 1.3358], [3.6034, -1.2652, 0.6899], [3.3220, -1.4738, -0.6810], [2.4640, -2.7313, 1.9638], [4.1967, -2.9086, 1.9744], [4.6401, -0.9869, 0.8605], [2.9086, -0.5349, 1.1026], [-3.8497, 2.9342, -3.0707], [-3.8827, 2.7731, -1.9185], [-4.5154, 1.7676, -1.2459], [-4.2920, 1.8979, 0.1632], [-3.3997, 3.1414, 0.2975], [-3.3155, 3.6277, -1.0454], [-5.2254, 2.0228, 0.7083], [-3.7827, 1.0056, 0.5305], [-2.3895, 2.9395, 0.6574], [-3.8384, 3.8815, 0.9653], [-2.5413, -0.4918, 2.1973], [-2.0220, -1.4830, 2.5858], [-2.5962, -2.6995, 2.6001], [-1.7070, -3.5998, 3.2658], [-0.3390, -2.8884, 3.2206], [-0.7828, -1.5117, 3.1391], [-2.0444, -3.7800, 4.2931], [-1.7230, -4.5894, 2.8084], [0.1689, -3.1073, 2.2882], [0.1377, -3.0637, 4.1768], [-0.1299, 3.1875, -0.9281], [-0.1752, 2.0154, -0.8055], [0.5998, 1.3273, 0.0612], [0.2396, -0.0543, 0.0647], [-1.0673, -0.0670, -0.7384], [-1.0324, 1.1908, -1.4222], [1.0270, -0.6859, -0.3408], [0.0490, -0.3406, 1.0984], [-1.9449, -0.2097, -0.1150], [-1.0173, -0.8820, -1.4529], [0.8592, 3.8626, 6.0541], [0.8466, 3.0112, 5.2426], [1.2278, 3.2101, 3.9516], [0.9926, 2.0185, 3.2095], [0.1939, 1.1106, 4.1701], [0.4758, 1.7348, 5.4597], [0.4134, 2.0878, 2.2922], [1.9662, 1.5911, 2.9608], [0.6618, 0.1390, 4.1710], [-0.8835, 1.1901, 4.0751], [-0.8162, 3.1485, -3.7000], [-0.8847, 3.5730, -2.8322], [-1.2297, 3.7677, -4.3107], [-1.4385, -3.3724, -2.5306], [-1.3880, -4.2089, -3.0108], [-2.3199, -3.0170, -2.7543], [-3.6926, -1.6778, -2.8202], [-4.2420, -0.9028, -2.6243], [-3.2924, -1.4575, -3.6753], [0.1546, -3.3123, -0.0070], [0.5067, -4.1883, 0.1900], [-0.3349, -3.4466, -0.8454], [0.5214, -1.5172, -4.4039], [1.4258, -1.7428, -4.1507], [-0.0372, -1.9745, -3.7636]],
  "lowdin_charge": [0.171, -0.577, 0.073, -0.099, -0.107, 0.065, 0.119, 0.123, 0.090, 0.135, 0.185, -0.569, 0.053, -0.104, -0.108, 0.035, 0.107, 0.129, 0.135, 0.114, 0.191, -0.594, 0.048, -0.100, -0.094, 0.060, 0.129, 0.098, 0.116, 0.129, 0.153, -0.573, 0.086, -0.102, -0.080, 0.007, 0.133, 0.133, 0.088, 0.136, 0.169, -0.606, 0.028, -0.092, -0.067, 0.080, 0.109, 0.112, 0.107, 0.114, 0.179, -0.589, 0.070, -0.115, -0.080, 0.053, 0.110, 0.127, 0.112, 0.131, -0.049, 0.011, 0.046, -0.053, 0.070, 0.020, -0.050, 0.058, 0.064, -0.044, 0.056, 0.024, -0.055, 0.032, -0.011]
}



(7)
{
  "formula": "C9H12N2O3",
  "method": "ωB97M-V/def2-TZVPD",
  "e_above_lowest_kcal_mol": 192.9,
  "charge": 0,
  "symbols": ["C", "C", "C", "C", "C", "C", "C", "C", "C", "N", "N", "O", "O", "O", "H", "H", "H", "H", "H", "H", "H", "H", "H", "H", "H", "H"],
  "xyz": [[-2.8234, 2.0965, 0.4604], [-1.6834, 1.4469, -0.1072], [-3.1030, 1.3985, 1.6266], [-1.3846, 0.3734, 0.7322], [2.3396, 0.6810, 0.3337], [-0.3734, -0.6499, 0.7159], [0.5986, -0.8649, -0.3393], [1.4713, -2.0579, -0.0432], [-0.3139, -1.1434, -1.6033], [1.3330, 0.4410, -0.5999], [2.2086, 0.4060, 1.5363], [2.8107, 0.7152, 2.5230], [-2.2372, 0.3565, 1.7903], [1.9602, 0.6102, -1.8998], [-3.4048, 2.8170, -0.0380], [-1.3191, 1.7171, -1.0665], [-3.9943, 1.3729, 2.3616], [3.2693, 1.0015, -0.0612], [-0.3829, -1.3974, 1.6009], [2.0178, -2.5084, -0.8528], [0.7429, -2.7742, 0.1532], [2.1213, -1.7141, 0.7506], [0.3628, -1.4699, -2.2859], [-0.7812, -0.2579, -1.8339], [-1.0640, -1.9023, -1.4592], [1.6290, 1.3069, -2.3947]],
  "nbo_charge": [-0.312, -0.298, 0.102, 0.285, 0.097, -0.195, 0.068, -0.641, -0.584, -0.157, 0.051, -0.274, -0.425, -0.594, 0.229, 0.225, 0.215, 0.202, 0.231, 0.220, 0.219, 0.228, 0.211, 0.207, 0.216, 0.474]
}



(8)
{
  "formula": "C4H4N2O",
  "method": "ωB97M-V/def2-TZVPD",
  "e_above_lowest_kcal_mol": 59.4,
  "charge": 0,
  "smiles": "[H]/N=c1/cncco1",
  "symbols": ["H", "N", "C", "C", "N", "C", "C", "O", "H", "H", "H"],
  "xyz": [[2.8606, 0.8414, 0.0586], [2.2437, 0.0556, 0.0321], [0.9778, 0.1522, 0.0183], [0.4296, -1.1998, -0.0224], [-0.8282, -1.4703, -0.0468], [-1.6562, -0.3028, -0.0303], [-1.1795, 0.9474, 0.0076], [0.1714, 1.2324, 0.0343], [1.5199, -1.6064, -0.0181], [-2.7370, -0.4448, -0.0503], [-1.7659, 1.8613, 0.0210]],
  "nbo_charge": [0.367, -0.704, 0.469, 0.026, -0.388, -0.128, 0.108, -0.449, 0.269, 0.220, 0.211]
}



(9)
{
  "formula": "C2H3BrN2O3",
  "method": "ωB97M-V/def2-TZVPD",
  "e_above_lowest_kcal_mol": 91.1,
  "charge": 0,
  "smiles": "C[C@@](Br)(N=O)[N+](=O)[O-]",
  "symbols": ["C", "C", "Br", "N", "O", "N", "O", "O", "H", "H", "H"],
  "xyz": [[-0.6756, -0.6686, 1.1793], [-0.3168, 0.2224, -0.4387], [-1.7951, 0.0569, -1.6315], [-0.2176, 1.5217, 0.0957], [0.8614, 2.0399, 0.3174], [0.9520, -0.2137, -1.0329], [1.9152, -0.3260, -0.2883], [1.0406, -0.4249, -2.2261], [-0.6532, 0.0043, 1.9366], [0.4022, -1.0004, 1.2589], [-1.5132, -1.2117, 0.8298]],
  "nbo_charge": [-0.483, 0.026, 0.148, 0.082, -0.251, 0.461, -0.354, -0.340, 0.221, 0.253, 0.239]
}



(10)
{
  "formula": "C4H9AlBrO4V",
  "method": "ωB97M-V/def2-TZVPD",
  "charge": 0,
  "e_tot_ev": -114802.067,
  "symbols": ["C", "C", "O", "O", "C", "C", "Al", "Br", "H", "H", "H", "H", "H", "H", "H", "H", "H", "O", "V", "O"],
  "xyz": [[3.0064, 0.2719, 0.0857], [2.5586, 1.7998, 0.0473], [3.3897, 2.6453, -0.3873], [1.3169, 2.3231, 0.5053], [0.2943, 1.4154, -0.0032], [-1.1896, 2.0192, -0.0093], [-2.4686, 0.3828, 0.2023], [-1.2939, -1.5852, -0.6739], [3.3296, -0.0377, 1.1391], [2.2131, -0.4732, -0.2487], [3.8789, 0.1701, -0.6570], [0.5569, 1.0545, -1.0651], [0.2886, 0.5026, 0.7067], [-1.3747, 2.8109, 0.8056], [-1.3607, 2.4738, -1.0572], [-3.7453, 0.5641, -0.7147], [-2.7673, 0.1537, 1.7420], [-3.7268, -5.2285, 0.6600], [-2.2076, -5.4727, -0.1412], [-0.6985, -5.7897, -0.9365]],
  "lowdin_charge": [-0.009, -0.412, 0.049, -0.052, -0.328, -0.213, 0.071, 0.226, 0.102, 0.069, 0.103, 0.128, 0.082, 0.087, 0.081, -0.120, -0.090, -0.492, 1.220, -0.500]
}



(11)
{
  "formula": "CH13NO4",
  "method": "ωB97M-V/def2-TZVPD",
  "e_above_lowest_kcal_mol": 39.5,
  "charge": 0,
  "smiles": "CN.O.O.O.O",
  "symbols": ["C", "N", "H", "H", "H", "H", "H", "O", "H", "H", "O", "H", "H", "O", "H", "H", "O", "H", "H"],
  "xyz": [[2.3800, 0.6240, 2.2376], [3.1443, -0.3068, 1.3972], [1.3811, 0.2264, 2.2873], [2.5352, 1.6583, 2.0819], [2.7438, 0.4838, 3.2769], [3.5304, 0.1831, 0.6176], [3.8170, -0.6487, 2.0677], [0.2962, -1.6002, 0.0109], [0.7955, -0.9420, 0.5897], [0.9934, -1.6993, -0.6167], [-0.1166, -0.2032, -4.3352], [0.0021, -1.1652, -4.6681], [-0.3781, -0.3269, -3.4345], [-6.0512, 0.3398, 0.3922], [-6.2829, -0.2215, 1.2315], [-6.8764, 0.6837, 0.0525], [-0.4068, 1.1104, -1.3845], [-0.2570, 0.3782, -0.6949], [-1.2500, 1.4260, -1.1092]],
  "nbo_charge": [-0.424, -0.861, 0.177, 0.198, 0.182, 0.364, 0.367, -0.935, 0.473, 0.470, -0.938, 0.459, 0.478, -0.945, 0.474, 0.471, -0.955, 0.478, 0.467]
}



(12)
{
  "formula": "C4H13NO2",
  "method": "ωB97M-V/def2-TZVPD",
  "e_above_lowest_kcal_mol": 47.0,
  "charge": 0,
  "smiles": "CN[C@@H](C)CO.O",
  "symbols": ["C", "N", "C", "C", "C", "O", "H", "H", "H", "H", "H", "H", "H", "H", "H", "H", "H", "O", "H", "H"],
  "xyz": [[-1.3032, -0.0490, -1.3865], [-0.2768, -0.2806, -0.3431], [0.9329, 0.5688, -0.1942], [1.5049, 1.4918, -1.3669], [0.6791, 1.5449, 0.9957], [0.4359, 0.7676, 2.1311], [-2.1799, -0.6350, -1.2791], [-1.5953, 1.0382, -1.5211], [-0.7578, -0.5347, -2.2775], [0.0627, -1.2149, -0.5069], [1.8800, -0.0412, 0.0302], [2.6179, 1.6323, -1.3621], [1.2009, 0.9962, -2.3158], [1.1252, 2.4987, -1.2052], [-0.0392, 2.3177, 0.7108], [1.6166, 2.0478, 1.2644], [0.0194, -0.0532, 1.6611], [-1.6071, -4.1542, 2.1705], [-2.5087, -4.0635, 1.7550], [-1.8073, -3.8778, 3.0395]],
  "nbo_charge": [-0.413, -0.662, -0.075, -0.643, -0.075, -0.730, 0.205, 0.209, 0.175, 0.366, 0.207, 0.220, 0.212, 0.205, 0.151, 0.171, 0.479, -0.927, 0.464, 0.463]
}